The following is a DFT calculation (the ωB97M-V functional and the def2-TZVPD basis) of a structure of composition C19H32BrN2NiOSi3.

```
59
Properties=species:S:1:pos:R:3:forces:R:3
Ni -0.91581 -0.22402 -0.06387 -0.290 0.148 -0.371
C 0.74280 -2.10589 -2.59207 -0.022 0.046 -0.054
Si 1.64799 -1.85733 -0.95029 0.084 -0.086 0.029
C 1.56903 -3.47341 0.02313 0.009 0.011 0.020
C 3.46929 -1.62144 -1.35487 -0.008 0.047 0.044
C 1.00984 -0.34029 -0.01643 -0.001 -0.041 0.066
Si 1.36048 -0.34074 1.83602 0.034 -0.124 0.110
C 3.08098 -0.97244 2.23742 0.080 0.069 -0.125
C 1.21305 1.34437 2.66876 -0.004 -0.013 0.019
C 0.11651 -1.43843 2.73317 -0.002 0.019 0.081
Si 1.54222 1.21912 -0.88392 -0.023 0.053 0.009
C 3.22736 1.90251 -0.44901 0.017 -0.031 -0.007
C 1.35072 1.24215 -2.74658 -0.003 0.037 0.023
C 0.18895 2.36833 -0.19239 0.009 -0.124 -0.033
C 0.20313 3.74789 -0.03606 0.057 0.044 0.025
C -0.81039 4.38434 0.65777 -0.002 0.010 0.013
C -1.82443 3.61736 1.21451 -0.003 -0.014 0.018
C -1.80909 2.25459 1.00826 -0.041 -0.084 -0.011
N -0.84972 1.65037 0.29278 0.087 -0.093 -0.007
H 0.52644 -3.16229 -2.76806 0.012 0.005 0.029
H 1.37606 -1.76887 -3.41514 -0.002 -0.003 -0.009
H -0.19982 -1.56224 -2.67554 -0.010 0.022 0.019
H 1.69970 -4.30517 -0.67431 -0.010 0.012 -0.007
H 0.65927 -3.66368 0.59461 -0.018 0.012 -0.039
H 2.39319 -3.52986 0.73644 -0.023 -0.006 -0.012
H 3.85401 -2.51042 -1.86170 -0.040 -0.013 0.009
H 4.05909 -1.47857 -0.44687 0.009 0.005 -0.028
H 3.65489 -0.77140 -2.01585 -0.022 -0.028 0.006
H 3.84132 -0.31475 1.80577 0.003 -0.021 0.022
H 3.26366 -1.97827 1.85828 0.005 0.032 0.030
H 3.24352 -0.99269 3.31751 -0.055 0.021 0.000
H 1.75556 2.15297 2.17651 0.003 -0.035 -0.001
H 1.63679 1.23979 3.67171 -0.008 0.011 -0.006
H 0.17612 1.66187 2.79452 0.015 -0.003 -0.002
H 0.20940 -2.49683 2.48194 0.022 0.039 -0.011
H -0.92697 -1.14698 2.57096 0.033 0.038 -0.042
H 0.30031 -1.33961 3.80750 -0.002 -0.051 -0.006
H 3.99785 1.20303 -0.78154 0.006 0.026 0.007
H 3.36589 2.05625 0.62189 -0.018 -0.009 -0.013
H 3.41760 2.85165 -0.95646 -0.036 -0.006 0.001
H 2.02890 0.55219 -3.25012 0.010 -0.002 0.021
H 1.58633 2.24835 -3.10492 -0.020 -0.019 -0.015
H 0.33365 1.00400 -3.06385 0.001 -0.022 0.019
H 1.03455 4.31403 -0.43612 -0.013 0.001 -0.006
H -0.80023 5.45822 0.79154 0.007 -0.008 -0.003
H -2.61043 4.06037 1.80937 0.005 0.003 -0.006
H -2.56344 1.61179 1.44346 -0.025 0.019 -0.035
O -6.79790 -1.67970 -0.91729 -0.015 0.003 -0.002
C -5.55948 -1.20695 -0.78587 -0.006 0.031 -0.008
C -5.23767 0.15175 -0.83725 0.016 -0.036 -0.028
C -3.92483 0.52956 -0.67749 0.035 0.043 -0.069
N -2.93179 -0.34672 -0.46845 -0.023 -0.019 0.162
C -3.27168 -1.63346 -0.46620 0.067 0.000 0.006
Br -1.74576 -2.73179 -0.27880 0.108 0.089 0.139
C -4.53587 -2.13881 -0.60425 0.000 0.012 -0.031
H -7.43871 -0.96988 -1.05162 0.007 -0.014 0.003
H -5.99750 0.90233 -1.00872 -0.008 -0.008 0.002
H -3.64413 1.57250 -0.73600 0.016 -0.003 0.057
H -4.74079 -3.19876 -0.58594 -0.005 0.006 -0.003
```
Forces are in eV/Å.

Output
Frontier orbital gap (alpha / beta) (Eh): 0.3132 / 0.3132
Total charge: +1
Highest occupied orbital energy (alpha / beta) (eV): -11.7 / -11.7
E_tot (Ha): -5878.65409
Molecular weight (g mol⁻¹): 527.3

The following is a DFT calculation (the ωB97M-V functional and the def2-TZVPD basis) of a structure of composition CH3O3S at a distorted geometry.

```
8
Properties=species:S:1:pos:R:3:forces:R:3
C 1.06096 -0.18034 0.43275 -0.998 -1.978 -4.878
O -1.64096 -0.86844 0.85667 1.521 0.728 -1.324
O -1.34967 0.54958 -1.14590 1.548 -1.255 0.928
O 1.16900 1.01110 1.02596 0.727 1.794 1.591
S -0.66781 -0.43913 -0.22657 -2.377 0.166 1.995
H 1.39909 -0.06530 -0.93544 -0.388 -0.176 2.700
H 0.46920 1.62396 0.82016 -0.392 0.516 -0.405
H -0.43980 -1.63142 -0.82763 0.359 0.205 -0.606
```
Forces are in eV/Å.

Output
Frontier orbital gap (Eh): 0.2634
Total charge: -1
Highest occupied orbital energy (eV): -3.2
E_tot (Ha): -663.71212
Molecular weight (g mol⁻¹): 95.1
ΔE to the lowest compared entry with this formula, charge and spin (kJ/mol): 418.1

The following is a DFT calculation (the ωB97M-V functional and the def2-TZVPD basis) of a cluster of 2 separate species, C3H10NO3 in total.

```
17
Properties=species:S:1:pos:R:3:forces:R:3
C 0.57385 0.88776 2.13807 0.371 -0.072 0.547
O 1.29008 0.62456 3.32487 -0.204 -0.258 -0.202
C 0.45261 -0.36163 1.29561 -0.415 -0.456 -0.382
N -0.06437 -0.03230 -0.08126 0.042 0.469 0.420
H 1.15452 1.63377 1.60421 0.101 0.196 -0.106
H -0.40286 1.30846 2.35748 -0.331 0.125 -0.044
H 0.78121 0.02561 3.89035 0.101 0.223 -0.037
H 1.40493 -0.85206 1.15397 0.315 0.005 0.060
H -0.24137 -1.09450 1.71161 0.030 0.111 0.065
H 0.55431 0.62294 -0.55869 0.178 -0.177 -0.168
H -0.96169 0.45184 -0.04951 -0.191 -0.116 0.111
H -0.21755 -0.85556 -0.67537 -0.128 -0.055 -0.163
O -1.34978 -1.49738 -2.14389 0.241 0.090 0.438
C -1.03836 -0.82908 -3.08416 -0.164 -0.080 -0.384
O -0.49578 0.39479 -2.94218 0.061 -0.254 -0.152
H -1.17344 -1.15664 -4.11934 -0.019 0.019 -0.106
H -0.26632 0.72941 -3.82177 0.012 0.229 0.103
```
Forces are in eV/Å.

Output
Frontier orbital gap (Eh): 0.4182
Total charge: +1
Highest occupied orbital energy (eV): -14.7
E_tot (Ha): -400.53870
Molecular weight (g mol⁻¹): 108.1
ΔE to the lowest compared entry with this formula, charge and spin (kJ/mol): 120.6

The following is a DFT calculation (the ωB97M-V functional and the def2-TZVPD basis) of a cluster of 3 separate species, C11H22F4O8S2 in total.

```
47
Properties=species:S:1:pos:R:3:forces:R:3
O -1.90963 0.12470 -3.20064 -0.152 0.277 0.129
S -1.84114 1.39916 -2.58770 -0.124 0.114 -0.091
O -2.09788 2.59602 -3.29019 0.226 -0.110 0.110
O -2.72356 1.46727 -1.22568 -0.238 -0.517 0.018
C -2.09798 0.66124 -0.26483 0.148 -0.507 0.092
F -2.35001 -0.66100 -0.52189 0.152 0.643 0.150
C -0.60920 1.05471 -0.44278 0.129 0.479 -0.318
S 0.67750 -0.20232 -0.11589 0.282 -0.334 -0.348
O 1.86735 0.21629 -0.78265 -0.188 0.135 0.131
O 0.16741 -1.52641 -0.24756 -0.035 0.197 0.134
C 0.94448 0.09719 1.70375 -0.130 -0.015 -0.524
F 1.40501 -1.00541 2.22266 0.292 -0.699 0.418
F -0.21097 0.41786 2.28121 -0.472 0.104 0.137
F 1.80345 1.07280 1.89245 0.259 0.475 0.030
O -0.44795 1.49308 -1.78904 0.016 -0.168 -0.015
H -2.45955 0.86785 0.74356 -0.148 0.272 -0.288
H -0.37955 1.93790 0.16632 -0.027 -0.330 0.209
C 3.90107 2.40927 4.20744 0.074 0.074 0.024
C 3.74328 3.24197 2.94499 0.001 -0.061 0.005
O 4.21521 4.57010 3.07023 -0.034 0.032 -0.004
C 5.59517 4.70869 3.35994 0.079 0.021 0.023
C 6.51243 4.12634 2.29779 -0.080 -0.059 -0.028
H 3.45844 2.92561 5.06026 -0.030 -0.014 -0.002
H 3.40676 1.44520 4.08604 -0.017 -0.003 -0.007
H 4.94852 2.21333 4.43950 0.002 -0.027 -0.020
H 2.68615 3.34333 2.70073 -0.006 0.048 0.007
H 4.21951 2.74028 2.09439 0.015 -0.005 0.013
H 5.82819 4.27983 4.34142 -0.006 -0.022 -0.009
H 5.75740 5.78356 3.43831 -0.025 0.008 -0.008
H 6.44581 3.03860 2.24848 0.023 -0.003 0.023
H 7.54826 4.38298 2.52099 0.005 0.019 0.003
H 6.25741 4.52452 1.31499 0.021 0.026 0.000
C -2.97647 -2.98984 -3.30459 -0.119 -0.122 -0.061
C -3.59043 -3.51398 -2.01794 0.085 -0.004 0.009
O -5.00739 -3.58515 -2.03728 -0.012 0.012 0.035
C -5.56495 -4.43626 -3.02051 -0.050 -0.027 -0.065
C -5.15984 -5.89466 -2.88160 0.080 0.032 0.051
H -3.42542 -2.03887 -3.58849 0.022 0.032 0.032
H -1.90516 -2.84046 -3.17081 0.004 0.029 0.020
H -3.11509 -3.69021 -4.13047 0.045 -0.008 0.003
H -3.35559 -2.84143 -1.19544 -0.022 0.026 0.020
H -3.16021 -4.48913 -1.76089 -0.015 -0.014 -0.027
H -5.32819 -4.07112 -4.02671 0.023 -0.007 0.005
H -6.64394 -4.34140 -2.89529 0.001 0.015 0.019
H -4.09977 -6.04674 -3.08863 -0.005 -0.002 -0.030
H -5.72480 -6.50611 -3.58596 -0.020 0.002 0.000
H -5.36044 -6.25032 -1.87008 -0.029 -0.012 -0.006
```
Forces are in eV/Å.

Output
Frontier orbital gap (Eh): 0.3511
Total charge: 0
SMILES: O=S1(=O)O[C@@H](F)[C@@H](S(=O)(=O)C(F)(F)F)O1.CCOCC.CCOCC
Highest occupied orbital energy (eV): -9.5
E_tot (Ha): -2229.98181
Molecular weight (g mol⁻¹): 422.4